# C29H27BF7NO9S3SeTa

C29H27BF7NO9S3SeTa as an isolated structure (ωB97M-V/def2-TZVPD, OMol25).

```
79
Properties=species:S:1:pos:R:3:forces:R:3:lowdin_charge:R:1
Ta -0.61148 -0.41513 0.91827 0.379 -0.116 0.618 1.586
O 0.08857 3.45671 0.83083 -0.066 -0.070 -0.001 -0.255
S 0.94559 2.38487 1.23746 0.188 0.368 0.204 0.551
O 2.35793 2.58738 1.12435 -0.048 -0.093 -0.024 -0.276
O 0.53685 1.09978 0.46716 -0.132 -0.187 -0.180 -0.464
C 0.54445 1.90982 2.91324 -0.126 -0.113 -0.172 -0.207
C 1.40475 2.23327 3.88321 0.004 0.030 0.024 -0.018
C 0.97819 1.63632 5.15962 0.051 -0.014 0.007 -0.066
C -1.28962 0.74662 5.44774 0.136 -0.029 -0.038 -0.199
C -1.83650 0.87719 4.02590 -0.057 0.053 -0.017 -0.115
C -2.07826 1.73655 2.87879 0.115 0.036 -0.048 -0.341
S -3.09226 1.04333 1.57252 -0.213 -0.041 -0.055 0.520
O -4.47451 1.26737 1.86136 0.011 -0.021 0.023 -0.252
O -2.71456 -0.42488 1.60718 0.265 0.060 -0.208 -0.438
O -2.50987 1.61944 0.37805 -0.154 0.052 -0.054 -0.327
H 2.34820 2.71560 3.65919 0.004 -0.013 -0.002 0.120
H 1.45350 0.69116 5.39977 0.003 -0.007 -0.007 0.118
H -2.08198 0.74530 6.19776 -0.006 -0.032 0.012 0.140
H -2.33686 -0.06223 3.81602 -0.002 -0.064 0.025 0.142
C -2.10294 3.24355 2.86593 -0.049 0.016 -0.039 -0.021
C -0.66909 0.97712 2.97888 0.081 0.034 0.114 -0.318
C -0.29016 1.86822 5.50290 -0.075 0.041 0.014 -0.050
C -0.64142 -0.63009 5.28790 -0.034 0.059 0.032 -0.021
C -0.23132 -1.14158 4.10503 -0.034 -0.017 0.063 -0.297
C 0.32734 -2.53167 4.03296 0.036 0.007 -0.001 -0.030
N -0.28485 -0.46075 2.86148 -0.039 -0.068 -0.159 -0.126
H -3.02772 3.55980 3.35137 -0.004 -0.011 0.004 0.103
H -2.07964 3.61508 1.84586 0.003 0.003 0.003 0.078
H -1.26000 3.67123 3.40057 0.009 -0.006 0.017 0.081
H -0.71055 2.83793 5.25265 0.009 -0.010 0.001 0.109
H -0.50897 -1.24279 6.16983 -0.007 0.000 -0.019 0.111
H 0.26092 -2.99700 5.01504 0.000 -0.016 -0.008 0.081
H 1.36883 -2.51561 3.71218 -0.023 -0.002 -0.004 0.039
H -0.21407 -3.14353 3.31299 0.001 0.041 0.010 0.072
C -0.85758 2.43563 -2.44953 -0.030 -0.007 0.077 -0.066
C 0.54719 1.92952 -2.67150 -0.040 0.022 0.000 -0.293
O 0.50294 0.53694 -2.91946 0.139 -0.041 -0.014 -0.211
C 1.79351 0.01935 -3.20552 -0.045 -0.024 -0.010 -0.288
C 1.66878 -1.41104 -3.67909 -0.044 0.075 -0.017 -0.076
H -0.83826 3.50802 -2.24888 -0.009 0.002 -0.008 0.081
H -1.32960 1.95027 -1.59433 0.063 0.031 -0.089 0.033
H -1.46846 2.24830 -3.33390 -0.008 0.007 0.001 0.080
H 1.18480 2.13277 -1.80102 -0.015 0.012 -0.035 0.103
H 1.00264 2.43368 -3.53698 0.019 -0.002 0.010 0.116
H 2.42172 0.07760 -2.30887 0.009 -0.007 0.029 0.108
H 2.25800 0.63888 -3.98724 0.011 0.011 0.009 0.114
H 1.23929 -2.03180 -2.89716 -0.007 -0.036 0.025 0.040
H 2.65428 -1.80514 -3.93465 -0.003 -0.007 0.014 0.076
H 1.03064 -1.45894 -4.56362 0.017 -0.016 0.007 0.077
O 7.29131 -0.30142 -2.92341 -0.081 -0.075 -0.109 0.099
C 7.23817 -1.26636 -1.96993 0.282 0.355 0.346 -0.485
O 8.10488 -2.09564 -1.92394 -0.105 -0.146 -0.125 0.106
C 6.12311 -1.15841 -0.98652 -0.091 -0.095 -0.113 -0.152
C 5.43376 0.03007 -0.75213 0.014 0.004 -0.007 -0.028
C 4.39198 0.07254 0.15893 0.023 -0.019 0.051 -0.079
C 4.01489 -1.07950 0.84682 -0.034 0.027 0.036 -0.544
S 2.63444 -1.02683 1.95874 0.040 -0.015 -0.091 0.917
C 4.71844 -2.26290 0.62713 0.034 -0.013 -0.027 -0.071
C 5.76574 -2.30056 -0.27611 -0.033 -0.008 0.004 -0.010
H 6.48690 0.23006 -2.88550 0.004 -0.020 -0.012 0.087
H 5.71866 0.95236 -1.24929 -0.011 -0.006 0.003 0.113
H 3.85994 0.99529 0.34857 -0.011 -0.004 -0.025 0.084
H 4.42530 -3.15522 1.16495 -0.007 0.004 -0.012 0.112
H 6.31636 -3.21451 -0.45583 -0.008 -0.005 0.006 0.119
F -5.34879 -5.40058 1.05358 0.007 -0.020 -0.003 0.118
C -4.47558 -4.53988 0.52424 0.025 0.040 0.022 -0.137
C -3.43698 -4.03699 1.28859 -0.079 -0.013 -0.116 -0.136
F -3.28815 -4.41301 2.55985 -0.005 -0.008 0.012 0.125
C -2.56770 -3.13981 0.70656 0.106 -0.065 0.098 -0.239
F -1.55024 -2.68114 1.47644 0.010 0.067 0.033 -0.012
C -2.66113 -2.69860 -0.59568 -0.126 0.001 -0.040 -0.464
Se -1.42967 -1.45715 -1.34921 -0.012 0.046 0.022 0.851
C -3.71097 -3.22738 -1.33365 -0.014 0.024 -0.041 -0.246
F -3.89253 -2.86175 -2.60626 0.016 -0.005 0.009 0.083
C -4.60661 -4.13300 -0.79243 -0.023 0.011 0.018 -0.140
F -5.61417 -4.60943 -1.53131 0.021 -0.007 0.015 0.115
F 1.10890 -3.22671 1.06778 0.019 -0.001 0.006 0.038
B 1.28381 -1.88522 0.77873 -0.310 0.074 -0.078 -1.146
F 1.68740 -1.68850 -0.54516 0.070 -0.012 -0.017 -0.004
```
Positions in Å, forces in eV/Å.

## Properties
2S+1 = 1
Net charge = -1
Energy = -169533.8405 eV
Energy above the lowest of the compared OMol25 structures with the same formula, charge and spin = 130.2 kcal/mol
HOMO-LUMO gap = 7.1 eV


# C16H16IMnN4O2Te

C16H16IMnN4O2Te as an isolated structure (ωB97M-V/def2-TZVPD, OMol25).

```
41
Properties=species:S:1:pos:R:3:forces:R:3:lowdin_spin:R:1
Mn -0.44369 0.69638 0.12827 -0.376 0.405 0.052 3.929
C 3.17956 -0.52350 -1.71633 -0.010 -0.066 -0.092 0.030
C 1.90970 0.15416 -1.33248 -0.076 -0.369 0.194 0.238
N 1.18543 -0.22189 -0.25836 0.657 0.260 0.245 0.103
N 1.54387 -1.28108 0.54932 -0.128 0.021 -0.229 -0.021
C 0.60939 -1.42026 1.42726 -0.195 0.070 0.270 0.062
O -0.46174 -0.63366 1.42006 0.005 -0.486 -0.115 0.064
C 0.67484 -2.43074 2.50277 0.089 0.100 -0.146 -0.001
C -0.34562 -2.48378 3.44635 0.024 -0.044 0.059 0.011
C -0.29166 -3.43078 4.46036 -0.030 0.044 -0.020 -0.001
C 0.77051 -4.31867 4.53399 0.035 -0.036 0.010 0.012
C 1.79051 -4.26220 3.59031 -0.018 0.028 -0.017 -0.001
C 1.74477 -3.32057 2.57682 -0.019 -0.050 0.040 0.009
C 1.32786 1.21656 -2.03860 -0.074 0.304 -0.114 0.084
C 1.86119 1.79722 -3.20403 0.006 -0.042 0.151 0.068
C 1.15169 2.77138 -3.85786 -0.071 0.052 -0.052 0.039
C -0.09301 3.17817 -3.36600 0.023 0.022 0.015 0.102
C -0.56833 2.60786 -2.20865 0.102 -0.059 0.023 0.038
N 0.11481 1.66367 -1.53442 -0.100 -0.097 -0.377 0.103
H 3.42594 -1.28952 -0.98677 -0.015 0.011 0.017 0.000
H 4.00282 0.19308 -1.76682 -0.021 0.013 0.006 0.008
H 3.09259 -0.99348 -2.69941 0.005 0.000 -0.001 0.012
H -1.16108 -1.77449 3.38035 -0.005 0.002 0.000 0.001
H -1.08515 -3.47110 5.19558 0.001 -0.001 0.005 0.000
H 0.80816 -5.05594 5.32640 -0.006 0.000 0.001 0.001
H 2.62185 -4.95368 3.64516 -0.002 -0.006 0.010 0.000
H 2.52889 -3.26385 1.83429 0.003 0.008 -0.008 0.000
H 2.81353 1.44878 -3.57836 0.011 0.001 0.004 0.004
H 1.54220 3.20267 -4.77070 -0.003 0.007 0.002 0.000
H -0.73081 3.86864 -3.89531 0.023 0.012 -0.021 0.004
H -1.53935 2.88605 -1.82059 -0.007 -0.005 0.040 0.000
Te -2.62675 1.46635 2.88803 0.137 0.150 -0.219 0.016
N -3.46798 0.81848 -0.78358 0.033 -0.027 -0.590 0.019
C -3.01575 1.93977 -0.12744 0.225 0.293 0.245 0.008
O -1.99074 1.68574 0.77713 -0.033 -0.346 0.271 0.051
C -3.42663 3.19275 -0.31315 -0.117 -0.139 0.001 -0.004
I -3.55700 2.04397 -4.31010 0.007 -0.048 0.073 0.009
H -3.02449 -0.06527 -0.58770 -0.058 0.066 0.171 0.002
H -3.67468 0.97204 -1.77551 -0.047 -0.062 0.102 0.000
H -2.98263 3.98339 0.27050 0.038 0.019 -0.017 0.000
H -4.21302 3.40732 -1.02077 -0.012 -0.004 0.011 0.000
```
Positions in Å, forces in eV/Å.

## Properties
2S+1 = 6
Net charge = -1
Energy = -73622.8078 eV
Energy above the lowest of the compared OMol25 structures with the same formula, charge and spin = 48.8 kcal/mol
HOMO-LUMO gap (spin up / spin down) = 5.4 / 5.5 eV


# C4H12N2S

C4H12N2S in the gas phase (ωB97M-V/def2-TZVPD, OMol25).

```
19
Properties=species:S:1:pos:R:3:forces:R:3:lowdin_charge:R:1
N -1.85401 1.23547 1.40893 0.219 -0.185 0.069 -0.010
C -1.77733 1.10502 -0.04387 0.104 0.131 -0.145 -0.284
C -0.33267 1.20886 -0.53685 0.114 -0.585 0.167 -0.235
N 0.60884 0.30974 0.14440 -0.313 -0.311 -0.261 -0.085
C 0.46978 -1.11320 -0.22309 -0.144 0.762 0.178 -0.328
C 1.80561 -1.81984 -0.13162 0.055 0.080 -0.061 -0.571
S 2.97998 -1.23134 -1.38062 0.133 -0.126 -0.041 0.680
H -1.78074 0.33414 1.87129 -0.143 0.216 -0.050 0.063
H -2.71654 1.67413 1.69126 -0.063 -0.096 0.101 0.060
H -2.34031 1.93395 -0.47932 -0.041 -0.106 -0.089 0.108
H -2.21159 0.17068 -0.41901 -0.107 0.014 0.054 0.102
H -0.31593 0.95948 -1.60515 0.137 0.248 0.113 0.112
H 0.03578 2.21639 -0.38483 -0.020 0.289 -0.079 0.105
H 0.44266 0.39915 1.14122 0.200 0.153 0.009 0.090
H -0.25482 -1.60749 0.43339 -0.088 -0.238 -0.084 0.107
H 0.09862 -1.15664 -1.25358 0.049 -0.141 0.165 0.106
H 1.67268 -2.88716 -0.28284 0.079 -0.146 -0.109 0.063
H 2.26871 -1.68075 0.84283 -0.113 -0.025 0.123 0.067
H 3.20126 -0.05058 -0.79255 -0.059 0.065 -0.060 -0.150
```
Positions in Å, forces in eV/Å.

## Properties
2S+1 = 1
Net charge = 0
Energy = -18157.7232 eV
Energy above the lowest of the compared OMol25 structures with the same formula, charge and spin = 6.8 kcal/mol
HOMO-LUMO gap = 9.7 eV
SMILES = NCCNCCS


Look up the 2S+1 of the second one. 6


What is the 2S+1 in the third record? 1